(1)
A 2-piece molecular cluster, C8H15NO overall, computed with wB97M-V/def2-TZVPD.

structure (SMILES): C1=CCCCC1.C/C=N\O
relative energy (zero: lowest compared OMol25 entry of this formula, charge and spin): 4.158 eV
Kohn-Sham gap: 9.73 eV

Geometry (Å):
C 1.19316 0.67202 1.32217
C 0.70032 -0.53159 1.14615
C 1.13775 -1.45504 0.06007
C 2.38592 -0.86115 -0.65986
C 2.37636 0.64225 -0.93322
C 2.10622 1.39337 0.42515
H 0.99047 1.14632 2.24148
H -0.06227 -0.91368 1.82885
H 0.35084 -1.67324 -0.78217
H 1.52615 -2.34750 0.50338
H 2.34188 -1.54899 -1.46616
H 3.28932 -1.13329 -0.08950
H 3.19581 1.00927 -1.58861
H 1.44731 0.88044 -1.63872
H 3.09679 1.57960 0.96045
H 1.72617 2.47320 0.27319
C -4.19453 0.00393 -0.26457
C -2.96934 -0.50860 0.29009
N -1.77926 -0.09410 0.17804
O -1.65940 0.98376 -0.68011
H -4.23561 -0.36354 -1.32740
H -4.04472 1.01807 -0.39274
H -5.02199 -0.24274 0.29739
H -3.07500 -1.40893 0.82071
H -0.82234 1.28012 -0.52404

Cartesian forces (eV/Å) of the 3 atoms listed first:
0.300 -0.125 0.037
-0.864 -1.263 0.024
-0.327 1.709 -1.611

(2)
C33H36Cl6F2MnN6O2PTi as an isolated structure, computed with wB97M-V/def2-TZVPD.

2S+1: 9
relative energy (zero: lowest compared OMol25 entry of this formula, charge and spin): 0.000 eV
net charge: +2
Kohn-Sham gap (spin up / spin down): 5.13 / 9.45 eV

Geometry (Å):
Mn 1.83388 -0.56070 2.26186
Ti -4.14842 0.49705 -1.03761
O 0.18018 -0.11371 1.07157
P -0.65160 -0.01144 -0.17538
O -2.06491 0.45572 -0.17461
F -0.64032 -1.48677 -0.75423
F 0.20408 0.74286 -1.24413
N 0.83258 0.23728 4.07973
C -0.51092 0.30629 4.15932
C -1.20179 0.82376 5.23654
C -0.48570 1.35058 6.29828
C 0.88885 1.35090 6.22618
C 1.50149 0.79594 5.10979
H -1.04472 0.00421 3.26619
H -2.28192 0.78674 5.25543
H -1.02547 1.76175 7.14140
H 1.48747 1.73713 7.03889
H 2.58399 0.78729 5.07714
N -3.49862 1.74693 -3.05328
C -2.33117 2.41686 -3.09306
C -1.83488 3.00912 -4.24025
C -2.59762 2.95060 -5.40103
C -3.79396 2.26152 -5.38005
C -4.18542 1.66166 -4.20406
H -1.81557 2.46385 -2.14333
H -0.89584 3.54277 -4.23464
H -2.17551 3.29703 -6.33593
H -4.48599 2.17868 -6.20688
H -5.15635 1.18447 -4.13694
N 0.93725 -2.42173 2.97110
C 1.30205 -2.90413 4.17894
C 0.93478 -4.15577 4.63485
C 0.16598 -4.96105 3.80323
C -0.13639 -4.50745 2.54022
C 0.24856 -3.23228 2.16323
H 1.88141 -2.26004 4.82718
H 1.17860 -4.54554 5.61293
H -0.17995 -5.95147 4.07039
H -0.72124 -5.09971 1.84927
H -0.04601 -2.92603 1.16695
N -4.08648 -1.53970 -2.27592
C -4.62594 -1.82424 -3.46748
C -4.33443 -2.93777 -4.24601
C -3.39052 -3.82673 -3.76616
C -2.84993 -3.59634 -2.50834
C -3.22002 -2.47102 -1.81313
H -5.34194 -1.10775 -3.85419
H -4.81250 -3.07242 -5.20421
H -3.12440 -4.72183 -4.31194
H -2.11341 -4.26060 -2.07778
H -2.80458 -2.19527 -0.85646
N 2.74622 1.44270 1.86734
C 1.91679 2.48965 1.81383
C 2.35308 3.77547 1.51828
C 3.71036 4.05203 1.39739
C 4.57449 2.96179 1.42572
C 4.04731 1.70253 1.63882
H 0.85232 2.40284 1.96290
H 1.64692 4.59390 1.55701
H 4.09024 5.05621 1.27785
H 5.63548 3.15350 1.35050
H 4.73548 0.87724 1.77857
N 2.73045 -1.50036 0.51514
C 3.12192 -2.78976 0.59141
C 3.82456 -3.43991 -0.40085
C 4.07211 -2.76995 -1.58590
C 3.60353 -1.46689 -1.73095
C 2.97096 -0.88363 -0.64242
H 3.05710 -3.26812 1.56186
H 4.13777 -4.46092 -0.23698
H 4.59028 -3.25039 -2.40584
H 3.62758 -0.93370 -2.66860
H 2.54050 0.09635 -0.81540
C -2.22554 3.67824 2.16786
Cl -1.03038 4.23150 3.36129
Cl -1.46014 3.35354 0.59269
H -2.66391 2.76836 2.56183
H -2.97383 4.44093 1.99259
C 2.17358 3.17649 -2.69409
Cl 0.81628 3.91129 -1.84300
Cl 3.51013 4.36157 -2.82960
H 2.45629 2.24290 -2.21872
H 1.86770 2.94028 -3.70898
C -0.59920 -0.90013 -4.08716
Cl 1.05420 -0.29865 -4.40666
Cl -1.22589 -1.86094 -5.43135
H -0.57470 -1.48955 -3.17630
H -1.25670 -0.05586 -3.89361

Cartesian forces (eV/Å) of the 3 atoms listed first:
-0.669 0.658 -0.382
0.882 -0.138 -0.889
-1.002 0.558 -0.765

(3)
A 2-piece molecular cluster, C6H11P overall, computed with wB97M-V/def2-TZVPD.

structure (SMILES): C=CCCC.C#P
relative energy (zero: lowest compared OMol25 entry of this formula, charge and spin): 2.618 eV
Kohn-Sham gap: 9.82 eV

Geometry (Å):
C -0.93334 -2.56779 -0.04218
C -0.78823 -1.31300 -0.44608
C 0.58848 -0.60233 -0.54755
C 0.42806 0.85135 -1.07486
C 1.71546 1.65681 -0.61460
H -0.01001 -3.13418 0.23081
H -1.92477 -2.98303 0.15401
H -1.66974 -0.64471 -0.64255
H 1.30723 -1.30155 -0.87722
H 0.88471 -0.25614 0.44848
H -0.37425 1.47438 -0.66355
H 0.54964 1.05498 -2.09379
H 1.68118 2.06638 0.44462
H 2.59494 0.96137 -0.76611
H 2.03698 2.52668 -1.28409
C -2.19316 0.89565 2.57842
P -0.73180 0.70184 3.06038
H -3.16138 0.61328 2.13587

Cartesian forces (eV/Å) of the 3 atoms listed first:
0.519 0.010 0.419
0.234 1.100 0.052
-3.383 1.838 1.394

(4)
C23H56AsGeN2PtS2Si3 as an isolated structure, computed with wB97M-V/def2-TZVPD.

2S+1: 2
relative energy (zero: lowest compared OMol25 entry of this formula, charge and spin): 1.155 eV
net charge: +2
Kohn-Sham gap (spin up / spin down): 6.56 / 5.49 eV

Geometry (Å):
Pt 0.16664 -0.66164 -0.62850
S -1.13651 -2.54914 -0.71322
C -2.71536 -2.12739 -1.31260
N -2.93784 -1.32075 -2.32071
C -4.33678 -1.03959 -2.65547
C -5.15244 -2.17355 -2.03050
S -4.12523 -2.85219 -0.68276
H -2.16630 -0.82373 -2.74446
H -4.45160 -1.01333 -3.73703
H -4.61461 -0.06674 -2.24505
H -5.36393 -2.97141 -2.73867
H -6.08722 -1.81267 -1.61085
C -2.89881 3.79317 -1.73168
C -1.64437 3.44002 -2.54193
C -1.93524 3.46589 -4.04824
C -0.48721 4.38803 -2.19113
C -1.22950 2.07244 -2.17400
N -0.91653 1.00261 -1.88958
H -3.21186 4.80073 -2.00425
H -2.70169 3.77374 -0.65986
H -3.72023 3.11120 -1.95188
H -2.21218 4.48227 -4.32721
H -2.76421 2.80674 -4.30580
H -1.06040 3.17938 -4.63174
H -0.79515 5.40741 -2.42282
H 0.40431 4.16088 -2.77494
H -0.24150 4.33917 -1.12961
C 4.30318 -1.82729 -0.63444
C 4.01406 -0.34319 -0.82347
As 2.28885 0.00577 -1.64712
C 2.30934 1.87979 -2.20532
C 3.68947 2.43892 -2.52504
C 2.34694 -0.93382 -3.35773
C 1.99504 -2.41525 -3.32405
H 5.20621 -1.95551 -0.03838
H 4.47441 -2.31825 -1.59170
H 3.49065 -2.34878 -0.12731
H 4.74973 0.10842 -1.49172
H 4.04538 0.21521 0.11095
H 1.81755 2.45524 -1.42132
H 1.65766 1.90851 -3.08149
H 4.31032 2.51267 -1.63222
H 3.59830 3.44175 -2.94268
H 4.22012 1.83083 -3.25912
H 3.35839 -0.76361 -3.73521
H 1.66598 -0.38433 -4.01097
H 2.72431 -3.00024 -2.76634
H 1.96782 -2.80887 -4.33991
H 1.01706 -2.58582 -2.87262
C 0.76497 1.43409 4.20384
Si 0.64508 1.49094 2.33364
C -0.70284 2.64466 1.72917
C 2.30668 2.01873 1.64025
Ge 0.04305 -0.80984 1.78889
Si 1.54227 -2.56302 2.60489
C 1.44004 -4.05297 1.48026
C 3.23730 -1.76416 2.70588
C 0.94749 -2.92292 4.34275
Si -2.20220 -1.30284 2.66130
C -2.61490 -3.12047 2.49966
C -2.23473 -0.83011 4.47144
C -3.34607 -0.15679 1.69595
H 0.98445 2.43999 4.57325
H 1.57604 0.78282 4.53555
H -0.15470 1.10246 4.68297
H -0.40345 3.68762 1.85563
H -1.63501 2.49692 2.27649
H -0.90907 2.47150 0.66938
H 2.36100 3.10768 1.57172
H 2.47745 1.61436 0.64502
H 3.12483 1.68735 2.28244
H 1.42781 -3.76666 0.42668
H 0.53213 -4.62385 1.68332
H 2.29289 -4.71720 1.63707
H 3.45326 -1.12178 1.85567
H 4.01979 -2.52451 2.76669
H 3.30290 -1.15557 3.61058
H 0.04705 -3.53773 4.36135
H 0.75786 -2.00602 4.90405
H 1.73078 -3.46524 4.87999
H -2.20585 -3.66678 3.35214
H -2.22464 -3.58053 1.59403
H -3.69856 -3.26011 2.51937
H -1.48226 -1.34274 5.07057
H -3.21331 -1.11862 4.86832
H -2.13695 0.24473 4.62187
H -3.02437 -0.01406 0.66126
H -3.37402 0.82292 2.17574
H -4.36718 -0.54595 1.68260

Cartesian forces (eV/Å) of the 3 atoms listed first:
0.117 0.256 -0.593
-0.606 -0.259 0.365
0.516 -0.007 -0.201

Number 1: largest force on an atom 4.0 eV Å⁻¹. Number 2: largest force on an atom 1.5 eV Å⁻¹. Number 3: largest force on an atom 4.1 eV Å⁻¹. Number 4: largest force on an atom 0.8 eV Å⁻¹.